Entry 1:
{
  "formula": "C2H4NO",
  "method": "ωB97M-V/def2-TZVPD",
  "charge": 1,
  "energy_ev": -5664.47336,
  "smiles": "CC=[N+]=O",
  "homo_energy_ha": -0.6342,
  "relative_energy_kj_mol": 275.9,
  "elements": ["C", "C", "N", "O", "H", "H", "H", "H"],
  "xyz": [[0.37079, 1.04191, -0.09733], [-0.06238, -0.35969, -0.19078], [1.15644, 1.74623, -0.69679], [1.85706, 2.48745, -1.20319], [-0.06781, 1.77843, 0.89539], [-1.00681, -0.42310, -0.73532], [0.68559, -0.94618, -0.72350], [-0.21791, -0.77872, 0.80143]]
}



Entry 2:
{
  "formula": "C5H28N6O10",
  "method": "ωB97M-V/def2-TZVPD",
  "charge": 0,
  "energy_ev": -35029.90188,
  "homo_energy_ha": -0.3077,
  "relative_energy_kj_mol": 2386.4,
  "elements": ["C", "O", "N", "N", "H", "H", "H", "H", "C", "O", "N", "N", "H", "H", "H", "H", "C", "O", "N", "N", "H", "H", "H", "H", "C", "C", "O", "O", "H", "H", "H", "H", "H", "H", "O", "H", "H", "O", "H", "H", "O", "H", "H", "O", "H", "H", "O", "H", "H"],
  "xyz": [[-17.72007, 5.84826, -2.58572], [-16.96808, 6.13398, -3.50234], [-18.99388, 5.84356, -2.60764], [-17.26329, 5.43581, -1.50662], [-19.39642, 5.98906, -1.69282], [-19.56448, 6.15436, -3.38089], [-17.94082, 4.99532, -0.90081], [-16.25587, 5.46563, -1.44093], [-17.71149, 3.68154, 2.63390], [-17.25867, 2.48055, 2.65123], [-18.13994, 4.39787, 1.64153], [-17.52444, 4.48187, 3.71382], [-17.99457, 4.21877, 0.65822], [-18.50389, 5.32484, 1.81000], [-17.02872, 3.94819, 4.41350], [-17.96479, 5.34795, 3.98968], [-18.53858, 1.87944, -3.65011], [-18.12764, 1.26213, -4.59530], [-18.79469, 3.19598, -3.64483], [-18.78807, 1.24386, -2.54638], [-19.05721, 3.61179, -2.76262], [-18.30950, 3.77685, -4.31362], [-19.58534, 1.54563, -2.00471], [-18.62602, 0.32580, -2.93496], [-15.70264, 1.98193, 0.12692], [-16.61219, 3.08993, -0.12257], [-16.00499, 4.24323, -0.66567], [-15.54505, 1.20815, -1.02452], [-16.14260, 1.38630, 0.92676], [-14.82211, 2.47372, 0.54034], [-17.13130, 3.35422, 0.79873], [-17.39480, 2.70521, -0.77649], [-15.73173, 4.74607, 0.10510], [-16.42022, 0.88295, -1.24797], [-19.41962, 6.32486, -0.58757], [-18.93057, 7.04779, -0.19458], [-18.97249, 5.53681, -0.27888], [-16.34207, 3.07552, -2.53692], [-16.33514, 3.10191, -1.58011], [-16.73716, 2.23031, -2.75083], [-19.70301, 3.83493, -2.03814], [-20.34496, 4.24707, -2.61628], [-20.20821, 3.19612, -1.53523], [-17.53221, 6.56463, 0.75614], [-16.74692, 6.60130, 1.30223], [-17.42829, 5.76541, 0.23972], [-18.59922, 4.27413, -0.35725], [-17.68667, 4.04855, -0.53775], [-19.07658, 3.98302, -1.13418]]
}



Entry 3:
{
  "formula": "C17H24BNO12P",
  "method": "ωB97M-V/def2-TZVPD",
  "charge": -1,
  "energy_ev": -54044.07973,
  "homo_energy_ha": -0.1489,
  "elements": ["C", "O", "B", "O", "C", "O", "P", "O", "C", "C", "C", "N", "H", "H", "H", "H", "H", "H", "H", "H", "H", "H", "H", "H", "H", "H", "H", "H", "C", "C", "C", "O", "C", "C", "C", "O", "O", "O", "H", "H", "H", "H", "C", "C", "C", "O", "C", "C", "C", "O", "O", "O", "H", "H", "H", "H"],
  "xyz": [[-3.32670, -2.32851, -1.68219], [-2.22536, -1.44331, -1.65162], [-0.94985, -1.92792, -1.31101], [-0.20269, -2.56368, -2.26415], [-0.46367, -1.73088, 0.16676], [0.87772, -2.03526, 0.40607], [1.84036, -0.66022, 0.97612], [0.32137, 0.12734, 1.44130], [-0.74844, -0.26302, 0.64652], [-2.04552, -0.15646, 1.44840], [-1.95360, -0.84341, 2.82271], [-2.11935, 0.03976, 3.98213], [-3.40484, -2.84243, -2.64924], [-3.26920, -3.08398, -0.89082], [-4.22314, -1.73195, -1.52730], [-0.73085, -2.88505, -2.99527], [-1.09503, -2.39662, 0.79320], [3.03603, -1.34352, 0.52580], [1.91394, -1.29017, 2.27606], [2.58852, 0.47573, 1.45543], [1.69187, -0.04433, -0.34687], [-0.82871, 0.42070, -0.21466], [-2.25405, 0.90919, 1.59867], [-2.87646, -0.56074, 0.85863], [-0.96681, -1.29862, 2.91067], [-2.68889, -1.64977, 2.89847], [-2.85653, 0.71383, 3.81331], [-1.25842, 0.55710, 4.11768], [-5.01989, 1.68372, -1.40150], [-4.80885, 2.93923, -1.82831], [-5.39354, 3.47708, -3.12797], [-5.13836, 4.64154, -3.38570], [-6.19076, 2.60506, -3.95521], [-6.39735, 1.34957, -3.53083], [-5.83253, 0.82162, -2.21802], [-6.11752, -0.33546, -1.95488], [-7.10475, 0.44390, -4.18345], [-4.08698, 3.83272, -1.17843], [-4.59440, 1.29381, -0.48694], [-6.59113, 2.98669, -4.88332], [-7.06663, -0.36006, -3.61970], [-4.10736, 4.64310, -1.72829], [7.11815, 0.20029, 2.80535], [8.37906, 0.51418, 2.48351], [8.95436, 0.32118, 1.08622], [10.12312, 0.66698, 0.95242], [8.12863, -0.22894, 0.05283], [6.85486, -0.54896, 0.36197], [6.27585, -0.35200, 1.76513], [5.12063, -0.69279, 1.86815], [5.98614, -1.04828, -0.48207], [9.26800, 1.02411, 3.32936], [6.70527, 0.33535, 3.79467], [8.54559, -0.36403, -0.93484], [5.13018, -1.15566, 0.00772], [10.07850, 1.14226, 2.78735]]
}



Entry 4:
{
  "formula": "C38H53N3O10OsSSi",
  "method": "ωB97M-V/def2-TZVPD",
  "charge": 0,
  "energy_ev": -86397.40862,
  "homo_energy_ha": -0.2730,
  "relative_energy_kj_mol": 110.9,
  "elements": ["Os", "O", "C", "C", "C", "C", "C", "C", "C", "N", "C", "C", "N", "C", "C", "C", "C", "C", "C", "C", "O", "H", "H", "H", "H", "H", "H", "H", "H", "H", "H", "H", "H", "H", "H", "C", "C", "C", "C", "O", "Si", "O", "O", "C", "C", "C", "C", "O", "C", "C", "C", "C", "H", "H", "H", "H", "H", "H", "H", "H", "H", "H", "H", "H", "H", "H", "H", "H", "H", "H", "H", "H", "H", "H", "H", "H", "H", "H", "H", "C", "C", "C", "C", "C", "C", "C", "S", "O", "O", "N", "C", "C", "C", "O", "O", "H", "H", "H", "H", "H", "H", "H", "H", "H", "H", "H", "H"],
  "xyz": [[-1.26749, 2.29168, 0.32471], [-0.81425, 4.22318, 0.51852], [-0.36780, 5.06068, -0.39321], [0.66849, 5.94522, -0.07798], [1.07601, 6.88603, -1.00051], [0.46100, 6.99067, -2.25774], [-0.55466, 6.11833, -2.56794], [-0.95100, 5.13468, -1.64836], [-2.03912, 4.24686, -1.94546], [-2.33209, 3.14646, -1.36179], [-3.60589, 2.55404, -1.78545], [-3.75054, 1.32075, -0.98791], [-3.28120, 1.62649, 0.34355], [-3.87772, 1.05720, 1.31866], [-3.44865, 1.08450, 2.67869], [-4.08665, 0.29122, 3.64379], [-3.63167, 0.27178, 4.93912], [-2.51938, 1.06547, 5.26318], [-1.89242, 1.85189, 4.31866], [-2.36363, 1.88019, 3.00365], [-1.78729, 2.71026, 2.13630], [1.12698, 5.86236, 0.90019], [1.88249, 7.56230, -0.74401], [0.77940, 7.74196, -2.96705], [-1.04642, 6.16717, -3.53573], [-2.70119, 4.56373, -2.75302], [-3.59838, 2.30542, -2.84762], [-4.42036, 3.25784, -1.60803], [-3.09561, 0.54659, -1.38903], [-4.77285, 0.94369, -0.99936], [-4.78545, 0.49645, 1.09854], [-4.93939, -0.31310, 3.34782], [-4.11426, -0.34017, 5.68873], [-2.13764, 1.05746, 6.27752], [-1.02528, 2.45720, 4.55745], [1.47704, -0.49051, -2.40121], [0.11084, -1.15488, -2.38810], [-0.96383, -0.16049, -2.81605], [0.09478, -2.34574, -3.32957], [-0.18474, -1.68946, -1.09050], [-0.59944, -1.17279, 0.40873], [-1.21568, 0.30717, 0.37933], [0.64313, -1.31744, 1.46725], [0.68024, -1.32815, 2.91048], [1.55218, -2.50465, 3.33057], [1.29794, -0.02453, 3.38841], [-0.70697, -1.48197, 3.53233], [-1.66158, -2.31628, 0.92272], [-2.77977, -3.00818, 0.38604], [-3.55814, -2.11680, -0.57057], [-3.65291, -3.39988, 1.56464], [-2.26488, -4.24410, -0.34211], [1.57902, 0.16642, -3.27005], [2.26318, -1.23953, -2.43842], [1.61014, 0.11504, -1.50442], [-0.75285, 0.19344, -3.82777], [-0.98399, 0.70463, -2.15265], [-1.94744, -0.63864, -2.81342], [0.31359, -2.02795, -4.35277], [-0.88580, -2.82937, -3.31481], [0.84969, -3.07152, -3.02057], [2.60299, -2.33557, 3.08493], [1.21711, -3.41793, 2.83143], [1.48287, -2.65626, 4.41073], [2.26511, 0.13773, 2.90144], [1.44920, -0.05795, 4.47098], [0.65779, 0.82311, 3.14788], [-1.15343, -2.44267, 3.27648], [-1.38529, -0.69103, 3.19449], [-0.61397, -1.40798, 4.61850], [-3.74125, -1.15663, -0.08501], [-4.51565, -2.57096, -0.83882], [-2.98432, -1.93971, -1.48566], [-3.99160, -2.50404, 2.09671], [-3.08162, -4.01490, 2.26453], [-4.52562, -3.96911, 1.22952], [-1.56860, -3.94368, -1.12942], [-3.08897, -4.80956, -0.78719], [-1.73105, -4.89258, 0.35799], [3.48366, -5.52188, -2.85970], [3.96791, -4.19779, -2.32426], [3.40559, -3.66429, -1.16488], [3.81532, -2.44048, -0.67064], [4.79356, -1.73172, -1.35015], [5.37753, -2.23812, -2.50324], [4.96049, -3.47437, -2.97830], [5.32405, -0.15932, -0.78653], [5.69187, 0.60491, -1.94504], [6.25708, -0.36502, 0.28512], [3.99844, 0.56432, -0.11540], [3.74262, 1.95979, -0.55402], [2.74230, 2.65420, 0.36285], [1.26808, 2.36686, 0.30819], [0.59154, 2.36311, 1.37943], [0.61920, 2.27212, -0.77881], [3.64290, -6.31882, -2.12985], [4.00483, -5.79532, -3.77720], [2.41224, -5.48399, -3.07181], [2.61171, -4.20393, -0.65379], [3.33421, -2.02091, 0.19867], [6.13120, -1.66313, -3.02529], [5.40153, -3.87373, -3.88533], [4.12319, 0.48583, 0.88949], [3.40476, 1.94269, -1.58659], [4.65617, 2.54991, -0.51649], [2.81072, 3.72356, 0.14080], [3.03377, 2.52497, 1.40695]]
}



Entry 5:
{
  "formula": "C4H5N5O",
  "method": "ωB97M-V/def2-TZVPD",
  "charge": 0,
  "energy_ev": -13721.40997,
  "homo_energy_ha": -0.3895,
  "relative_energy_kj_mol": 428.3,
  "elements": ["C", "C", "C", "C", "N", "N", "N", "N", "N", "O", "H", "H", "H", "H", "H"],
  "xyz": [[-2.37961, 0.59137, -0.84376], [1.23398, 1.12077, 0.28115], [2.42391, 0.08373, 0.25987], [1.37274, -1.02039, 0.11205], [-3.56343, 0.06675, -0.68292], [-3.44484, -0.81202, 0.33048], [-2.25668, -0.83759, 0.77724], [-1.57999, 0.03901, 0.08152], [0.45060, 0.06942, 0.19519], [1.15349, 2.30199, 0.34479], [-2.08444, 1.32786, -1.55569], [3.07290, 0.24742, -0.59397], [2.94880, 0.09294, 1.20770], [1.35793, -1.53840, -0.84722], [1.29464, -1.73286, 0.93359]]
}



Entry 6:
{
  "formula": "C4H5NO",
  "method": "ωB97M-V/def2-TZVPD",
  "charge": 0,
  "energy_ev": -7764.16013,
  "homo_energy_ha": -0.3152,
  "relative_energy_kj_mol": 228.3,
  "elements": ["N", "C", "C", "C", "C", "O", "H", "H", "H", "H", "H"],
  "xyz": [[1.51132, 0.04849, -0.23581], [1.37056, -1.20357, 0.26596], [0.49565, 1.01282, -0.34685], [-0.75994, 0.67849, -0.08905], [-1.07534, -0.73219, 0.28516], [0.11025, -1.52913, 0.54058], [2.46234, 0.33152, -0.41398], [0.80926, 2.01654, -0.61567], [-1.56620, 1.40114, -0.14839], [-1.63946, -1.24568, -0.50470], [-1.68097, -0.77998, 1.19917]]
}